The following is a quantum chemistry calculation of a 2-piece molecular cluster, C3H4ClF3 overall at a distorted geometry, from the OMol25 dataset.

The geometry in XYZ format:
```
11
Properties=species:S:1:pos:R:3:forces:R:3:nbo_charge:R:1
C -1.3492 0.9698 0.1097 -2.834 3.078 -1.396 -0.195
C -1.5403 -0.2824 -0.5658 -0.374 -0.809 0.005 0.038
C 1.8043 -0.7692 -0.2047 -3.709 -1.312 0.425 0.429
F -0.9717 1.9775 -0.7897 0.512 -0.171 -0.616 -0.371
F 1.8346 -1.6366 0.9066 -0.047 1.107 -1.349 -0.364
F 1.5850 0.4854 0.2142 0.064 0.627 0.700 -0.347
Cl -2.1945 -1.4228 0.5084 0.086 0.214 -0.089 0.056
H -0.5946 0.9250 0.7905 2.349 -0.635 2.216 0.241
H -2.1805 1.5588 0.6094 0.158 -1.652 -0.084 0.230
H 2.7092 -0.7795 -0.6916 2.203 -0.412 -1.002 0.137
H 0.8976 -1.0259 -0.8870 1.591 -0.036 1.189 0.147
```
Forces are in eV/Å.

Kohn-Sham gap ... 8.54 eV
Energy ... -876.34788 Ha
LUMO ... -1.13 eV

The following is a quantum chemistry calculation of one molecule with the formula C3H4ClFN2S at a distorted geometry, from the OMol25 dataset.

The geometry in XYZ format:
```
12
Properties=species:S:1:pos:R:3:forces:R:3:nbo_charge:R:1
C -0.6798 -0.8454 0.1866 -0.619 -1.156 0.431 -0.239
C -1.2945 0.5627 0.2698 1.240 0.374 0.511 0.251
C 0.1482 1.1059 -0.0707 0.949 -0.530 1.166 0.052
H 2.3212 -0.8960 0.3208 0.269 -0.146 0.102 0.363
H 2.1518 -0.3001 -1.1650 0.222 0.265 -0.475 0.374
H -0.7018 -1.4904 1.1040 -0.031 0.881 -0.514 0.212
H -1.0231 -1.4609 -0.6467 -0.085 0.136 -0.083 0.209
N 1.6892 -0.8599 -0.4701 0.712 0.016 0.266 -0.626
N 0.5686 -0.1890 -0.0643 -0.947 0.452 -0.287 -0.227
F -1.7242 0.9218 1.5002 0.013 0.000 0.257 -0.314
S 1.0228 2.4913 -0.0813 -0.751 -0.514 -0.416 -0.090
Cl -2.4785 0.9599 -0.8834 -0.973 0.222 -0.956 0.036
```
Forces are in eV/Å.

SMILES string ... NN1C[C@](F)(Cl)C1=S
Kohn-Sham gap ... 9.27 eV
Energy ... -1184.40903 Ha
LUMO ... 0.36 eV

The following is a quantum chemistry calculation of a 2-piece molecular cluster, C3H4ClIO2S overall at a distorted geometry, from the OMol25 dataset.

The geometry in XYZ format:
```
12
Properties=species:S:1:pos:R:3:forces:R:3:nbo_charge:R:1
C 0.7927 -0.4469 1.2051 1.752 0.981 -0.995 0.663
C -0.3079 0.5087 -0.5933 1.332 1.481 -1.883 -0.260
C 0.4819 -0.7449 2.5729 -0.757 -1.912 2.250 -0.179
O 1.8807 -0.4397 0.6732 -0.322 -0.558 0.396 -0.561
O -0.2986 0.0759 0.6742 -1.480 -0.377 2.653 -0.485
S -0.4802 -3.5074 1.0050 0.483 0.653 1.340 -0.356
Cl 1.4918 -1.5733 3.6419 -0.590 0.634 -1.078 0.202
I 0.2807 -4.6475 2.9205 -0.152 0.425 -0.660 0.150
H 0.5808 0.2675 -1.0801 1.783 -0.723 -0.808 0.203
H -0.3258 1.5738 -0.7201 -0.600 0.767 0.485 0.185
H -1.0450 0.0407 -1.1351 -2.151 -0.860 -1.071 0.189
H -0.4177 -0.3061 3.0545 0.703 -0.513 -0.629 0.247
```
Forces are in eV/Å.

Kohn-Sham gap (spin up / spin down) ... 5.30 / 5.30 eV
Energy ... -1423.14078 Ha
LUMO (spin up / spin down) ... -3.14 / -3.13 eV

The following is a quantum chemistry calculation of one molecule with the formula C3H4ClN at a distorted geometry, from the OMol25 dataset.

The geometry in XYZ format:
```
9
Properties=species:S:1:pos:R:3:forces:R:3:nbo_charge:R:1
C 0.0108 1.5125 -1.4092 0.574 1.060 -1.437 -0.250
C 0.5669 0.7775 -0.6448 0.538 -3.660 2.170 -0.042
C 0.6368 -0.5331 0.3775 0.369 1.693 -3.893 -0.246
N -0.5127 -0.4021 1.1049 -3.852 0.664 1.550 -0.559
Cl -1.9758 -0.4939 -0.0178 1.271 -0.641 1.883 0.041
H -0.2114 2.1639 -2.2519 -0.118 -0.377 0.856 0.242
H 1.4340 -0.4792 1.0756 1.068 0.173 0.374 0.229
H 0.6294 -1.5128 -0.1571 0.684 0.929 -0.383 0.198
H -0.5779 -1.0329 1.9228 -0.535 0.158 -1.120 0.387
```
Forces are in eV/Å.

SMILES string ... C#CCNCl
Kohn-Sham gap ... 9.96 eV
Energy ... -631.49829 Ha
LUMO ... 0.35 eV

The following is a quantum chemistry calculation of a 2-piece molecular cluster, C3H4ClN2O overall at a distorted geometry, from the OMol25 dataset.

The geometry in XYZ format:
```
11
Properties=species:S:1:pos:R:3:forces:R:3:nbo_charge:R:1
C -1.6200 -1.2950 -0.1756 0.641 -0.646 -0.094 0.848
C 1.4600 -0.3283 0.4538 1.302 2.565 -0.682 0.156
C 0.3407 1.8798 0.3241 0.097 -1.427 -1.605 0.118
N -1.6696 -1.4626 -1.3565 0.139 0.125 -0.700 -0.734
N 0.9852 0.8371 0.3608 0.986 -2.557 0.066 -0.242
O -1.2909 -1.2417 0.9293 0.014 0.469 1.669 -0.536
Cl 2.9103 -0.7138 -0.3219 -0.645 -0.302 0.157 0.203
H -0.3635 1.8790 -0.4606 -1.330 0.900 -0.539 0.245
H 0.7259 2.6074 0.9208 0.222 2.702 1.667 0.242
H -2.4778 -1.3043 -1.8964 -0.885 0.060 -0.897 0.428
H 0.9997 -0.8577 1.2222 -0.541 -1.891 0.958 0.274
```
Forces are in eV/Å.

Kohn-Sham gap ... 9.69 eV
Energy ... -761.32194 Ha
Net charge ... +1
LUMO ... -5.34 eV

The following is a quantum chemistry calculation of a 2-piece molecular cluster, C3H4ClN3O2 overall at a distorted geometry, from the OMol25 dataset.

The geometry in XYZ format:
```
13
Properties=species:S:1:pos:R:3:forces:R:3:nbo_charge:R:1
C 1.9681 0.1397 -0.2454 1.357 0.622 0.087 -0.388
C -1.0092 1.3204 0.2945 -0.611 1.039 -1.905 0.277
C 1.4444 -0.8977 0.0781 -1.010 -2.701 0.613 0.175
N 0.8806 -2.1379 0.3086 4.615 1.243 -6.081 -0.803
N -0.9552 2.3654 -0.4035 -0.727 -1.403 1.187 -0.552
N -1.4405 0.0855 -0.5574 2.279 -2.147 3.127 0.493
O -1.2428 -1.0200 -0.0135 -1.601 1.936 -0.755 -0.413
O -1.7792 0.2713 -1.6565 -0.981 0.457 -2.116 -0.285
Cl -0.8288 0.9597 1.9465 -0.065 0.282 -0.023 0.086
H 2.8945 0.7235 -0.3210 -1.174 -0.244 -0.051 0.248
H 0.3239 -2.3396 1.0126 -3.073 -0.490 4.014 0.388
H -0.9386 3.2240 0.1200 0.676 0.353 0.379 0.373
H 0.6829 -2.6944 -0.5630 0.315 1.052 1.524 0.401
```
Forces are in eV/Å.

SMILES string ... [H]/N=C(\Cl)[N+](=O)[O-].C#CN
Kohn-Sham gap ... 8.31 eV
Energy ... -891.42730 Ha
LUMO ... -0.59 eV

The following is a quantum chemistry calculation of an isolated ion of composition C3H4ClN4O and charge -1 at a distorted geometry, from the OMol25 dataset.

The geometry in XYZ format:
```
13
Properties=species:S:1:pos:R:3:forces:R:3:nbo_charge:R:1
C 1.7976 -0.0251 -0.7857 -0.750 0.353 1.028 0.657
C -1.7702 0.3117 0.4043 0.939 -3.078 -0.945 -0.623
C -0.7427 -0.5302 -0.3099 3.460 1.608 -1.052 0.027
N 2.7298 0.6566 -0.0233 0.179 -1.355 -2.708 -0.445
N 2.1970 0.9020 1.1067 -1.110 1.071 3.147 -0.086
N 0.9682 0.5382 1.2652 0.009 -0.211 -0.427 -0.205
N 0.6364 -0.0571 0.0673 -0.591 -0.801 -1.642 -0.343
O 1.8837 -0.4977 -1.9161 -0.299 -0.034 -0.159 -0.725
Cl -0.8821 -2.3572 -0.0648 -0.277 0.746 0.130 -0.130
H -2.6741 -0.1586 0.2382 -2.251 -0.790 -0.243 0.201
H -1.7978 1.2579 0.0510 0.160 3.012 -1.357 0.215
H -1.5739 0.3355 1.4043 0.564 0.020 2.794 0.229
H -0.7718 -0.3760 -1.4372 -0.032 -0.540 1.436 0.228
```
Forces are in eV/Å.

SMILES string ... C[C@H](Cl)n1nnnc1[O-]
Kohn-Sham gap ... 7.21 eV
Energy ... -871.19637 Ha
Net charge ... -1
LUMO ... 3.49 eV

The following is a quantum chemistry calculation of C3H4ClNO as an isolated structure at a distorted geometry, from the OMol25 dataset.

The geometry in XYZ format:
```
10
Properties=species:S:1:pos:R:3:forces:R:3:nbo_charge:R:1
C -0.7263 0.1833 0.6784 1.496 3.084 0.803 -0.008
C -0.7884 0.7567 -0.7407 3.230 2.416 -1.202 -0.406
C 0.5340 0.2436 1.5022 4.022 1.206 1.209 0.229
H -0.3331 -1.6529 1.6930 -3.387 2.565 -4.260 0.528
H -1.2594 1.1449 1.0703 -0.745 -2.165 0.905 0.202
H -1.8401 1.0148 -1.1666 2.021 -1.051 0.717 0.261
H -0.0695 1.7521 -0.7734 -2.720 -1.915 0.798 0.262
N 1.5038 0.2255 2.1934 -3.843 -0.034 -2.537 -0.310
O -1.0207 -1.1420 0.7855 0.954 -3.620 3.831 -0.675
Cl 0.4132 -0.1061 -1.8295 -1.028 -0.485 -0.263 -0.083
```
Forces are in eV/Å.

Kohn-Sham gap ... 10.81 eV
Energy ... -706.76990 Ha
LUMO ... -0.03 eV

The following is a quantum chemistry calculation of one molecule with the formula C3H4ClNO at a distorted geometry, from the OMol25 dataset.

The geometry in XYZ format:
```
10
Properties=species:S:1:pos:R:3:forces:R:3:nbo_charge:R:1
C 0.6827 0.6301 0.0323 -1.984 1.620 0.687 0.040
C -0.8101 0.7840 -0.0168 0.629 0.179 -1.302 -0.308
C -1.4944 -0.3262 -0.0879 -2.902 -0.717 0.543 -0.084
H 2.4896 -1.5197 -0.2971 1.899 3.816 3.204 0.500
H 1.2320 1.4685 0.4779 0.231 -0.416 -0.219 0.196
H -1.3571 1.7065 -0.1870 0.505 0.247 0.731 0.241
H -1.1082 -1.3104 -0.2277 0.187 -0.397 0.348 0.224
N 1.1619 -0.5052 -0.1761 0.841 0.817 0.857 -0.174
O 2.5181 -0.5484 0.3266 -1.225 -5.371 -4.250 -0.565
Cl -3.3146 -0.3793 0.1558 1.819 0.221 -0.600 -0.071
```
Forces are in eV/Å.

SMILES string ... O/N=C/C=C/Cl
Kohn-Sham gap ... 9.68 eV
Energy ... -706.76098 Ha
LUMO ... 0.25 eV

The following is a quantum chemistry calculation of one molecule with the formula C3H4ClNS at a distorted geometry, from the OMol25 dataset.

The geometry in XYZ format:
```
10
Properties=species:S:1:pos:R:3:forces:R:3:nbo_charge:R:1
C -0.9881 0.5722 -1.0178 -0.049 -0.128 -0.107 -0.242
C -0.4427 -0.5543 -0.5658 0.063 0.273 0.264 -0.063
C 1.1146 0.2144 1.2368 -0.659 0.457 -0.637 -0.081
H -0.7864 1.5651 -0.6655 0.104 0.017 0.067 0.252
H -0.7439 -1.4989 -0.9727 -0.117 -0.258 -0.259 0.214
H 0.7669 -1.6820 0.6664 -0.298 0.854 -0.301 0.407
H 1.7788 -0.2513 1.9298 0.488 -0.353 0.482 0.191
N 0.5056 -0.7101 0.4542 0.376 -0.420 0.437 -0.554
S 0.9472 1.8435 1.2418 0.000 -0.376 -0.066 -0.111
Cl -2.1520 0.5014 -2.3073 0.092 -0.066 0.121 -0.012
```
Forces are in eV/Å.

SMILES string ... S=CN/C=C/Cl
Kohn-Sham gap ... 8.97 eV
Energy ... -1029.81956 Ha
LUMO ... 0.21 eV